{"formula": "C49H43N9OPSV", "method": "the ωB97M-V functional and the def2-TZVPD basis", "symbols": ["V", "S", "P", "O", "N", "N", "N", "N", "N", "N", "N", "N", "N", "C", "C", "C", "C", "C", "C", "C", "C", "C", "C", "C", "C", "C", "C", "C", "C", "C", "C", "C", "C", "C", "C", "C", "C", "C", "C", "C", "C", "C", "C", "C", "C", "C", "C", "C", "C", "C", "C", "C", "C", "C", "C", "C", "C", "C", "C", "C", "C", "C", "H", "H", "H", "H", "H", "H", "H", "H", "H", "H", "H", "H", "H", "H", "H", "H", "H", "H", "H", "H", "H", "H", "H", "H", "H", "H", "H", "H", "H", "H", "H", "H", "H", "H", "H", "H", "H", "H", "H", "H", "H", "H", "H"], "positions_angstrom": [[-0.632, 0.173, -0.591], [-0.535, -1.073, -2.552], [0.738, 0.504, 2.462], [-3.179, 1.067, -1.201], [-0.160, 3.150, 2.122], [-2.682, -0.193, -3.890], [3.193, -0.090, 1.274], [-2.135, 0.639, -0.902], [-0.320, 1.934, 0.282], [-2.016, -2.370, -4.247], [-1.080, -1.052, 0.887], [-0.931, -1.652, 3.012], [1.500, -0.265, -0.164], [5.109, -0.811, -0.164], [3.909, 0.069, 2.513], [1.853, 0.024, 1.090], [-1.315, 3.532, -1.298], [-2.890, 4.790, -2.625], [7.746, -1.592, -0.620], [-0.618, 7.645, 0.417], [7.474, -0.440, 0.120], [-3.930, -4.607, -1.704], [-0.433, 6.287, 0.281], [6.172, -0.056, 0.358], [6.698, -2.339, -1.155], [-3.773, -3.921, 2.793], [-1.501, 5.934, 2.435], [-1.373, 3.256, -3.694], [-2.404, -5.530, 4.603], [2.222, -2.037, -2.797], [-1.819, -2.179, 1.056], [-0.542, -0.753, 2.077], [-1.740, -4.490, 3.987], [-0.854, 2.899, -2.464], [0.020, 1.926, 1.569], [3.371, -1.601, -4.867], [-0.865, 5.406, 1.299], [-0.620, -1.595, 4.419], [-2.359, 4.465, -1.395], [-2.380, 4.215, -3.782], [-2.490, -2.962, 0.028], [-0.631, 3.985, 1.147], [-4.433, -4.945, 3.436], [4.017, -0.513, -4.287], [2.651, -0.575, -0.817], [-1.258, 8.156, 1.545], [2.842, -0.921, -2.219], [-3.057, -5.169, -0.782], [3.770, -0.180, -2.971], [0.142, 3.498, 3.488], [-1.741, -2.566, 2.404], [-4.063, -3.224, -1.773], [-2.411, -3.670, 3.065], [-1.881, -1.209, -3.634], [-3.353, -2.401, -0.917], [-0.748, 3.192, -0.011], [5.395, -1.951, -0.945], [2.491, -2.369, -4.110], [-2.333, -4.358, 0.066], [-3.757, -5.757, 4.344], [3.729, -0.470, 0.082], [-1.710, 7.293, 2.545], [-4.769, -2.787, -2.463], [-3.544, -1.337, -0.909], [-4.308, -3.270, 2.118], [0.315, -2.115, 4.636], [2.033, -3.245, -4.540], [3.565, -1.854, -5.899], [-5.484, -5.106, 3.255], [8.767, -1.903, -0.777], [-1.371, -3.121, -4.050], [4.776, -0.594, 2.510], [-2.763, 4.507, -4.748], [4.260, 0.673, -2.522], [-3.469, -0.278, -4.521], [-0.254, 8.316, -0.347], [5.971, 0.863, 0.886], [4.581, -2.556, -1.317], [-0.031, 2.182, -2.392], [-4.276, -6.558, 4.847], [-1.898, 5.276, 3.191], [-1.421, -2.067, 4.990], [0.463, 4.537, 3.547], [-2.958, -6.240, -0.706], [-1.629, -4.796, 0.757], [-2.774, 4.888, -0.494], [-2.680, -2.513, -4.996], [4.711, 0.078, -4.866], [-0.686, -4.353, 4.169], [-0.971, 2.815, -4.594], [-2.565, 0.699, -3.428], [-0.527, -0.556, 4.738], [0.083, 5.890, -0.581], [-2.240, 7.691, 3.397], [8.287, 0.162, 0.496], [-0.730, 3.376, 4.134], [1.596, -2.671, -2.183], [0.944, 2.861, 3.862], [-4.517, -5.243, -2.348], [4.256, 1.098, 2.637], [6.907, -3.238, -1.713], [-1.873, -6.180, 5.281], [3.261, -0.192, 3.351], [-3.709, 5.487, -2.680], [-1.414, 9.219, 1.640]], "charge": 4, "e_homo_ha": [-0.6010, -0.6002], "molar_mass_g_mol": 887.9, "total_energy_ha": -4143.33201, "largest_force_ha_per_bohr": 0.0491, "spin_multiplicity": 3, "gap_ev": [6.22, 3.01], "lumo_energy_ev": [-10.13, -13.32], "relative_energy_kcal_mol": 0.00}

---

{"formula": "C49H44Cl2FINOPRuSb2", "method": "the ωB97M-V functional and the def2-TZVPD basis", "symbols": ["I", "Sb", "Sb", "Ru", "Cl", "Cl", "P", "F", "O", "N", "C", "C", "C", "C", "C", "C", "C", "C", "C", "C", "C", "C", "C", "C", "C", "C", "C", "C", "C", "C", "C", "C", "C", "C", "C", "C", "C", "C", "C", "C", "C", "C", "C", "C", "C", "C", "C", "C", "C", "C", "C", "C", "C", "C", "C", "C", "C", "C", "C", "H", "H", "H", "H", "H", "H", "H", "H", "H", "H", "H", "H", "H", "H", "H", "H", "H", "H", "H", "H", "H", "H", "H", "H", "H", "H", "H", "H", "H", "H", "H", "H", "H", "H", "H", "H", "H", "H", "H", "H", "H", "H", "H", "H"], "positions_angstrom": [[1.053, -0.398, -2.558], [2.365, -0.425, 1.655], [0.885, -2.837, -0.256], [-0.205, -0.166, -0.046], [0.660, 6.296, 2.893], [-1.354, 1.573, 4.462], [-1.878, 0.985, -1.339], [-5.137, -3.451, 1.901], [-0.304, 0.605, 1.824], [0.868, 2.065, -0.049], [4.667, -3.627, 2.696], [-2.203, 3.059, -5.498], [-4.666, 0.347, -1.262], [-4.035, -2.788, 1.504], [-2.030, 3.730, -0.727], [1.026, 1.520, -6.353], [1.827, 4.115, -0.826], [1.924, -1.061, 3.633], [-1.754, 1.690, -3.065], [-0.174, 1.892, 2.060], [-3.343, -3.225, 0.400], [1.469, 4.768, 0.320], [-2.398, 2.433, -0.371], [3.218, 1.465, 2.144], [-2.223, -2.509, -0.007], [1.291, 0.788, -5.184], [-5.570, -1.558, -2.421], [-4.291, -1.911, -2.830], [1.501, 2.756, -0.971], [0.495, 2.706, 1.094], [-5.754, -0.430, -1.637], [0.782, 4.065, 1.330], [0.309, -4.406, -1.595], [-2.898, 2.419, -3.317], [3.706, -3.706, 0.494], [-3.096, 2.224, 0.817], [-2.379, 4.802, 0.078], [-0.772, 1.593, -4.111], [4.267, -1.457, 1.515], [-0.267, 3.851, 3.498], [-0.112, 2.259, -6.413], [-3.138, 3.105, -4.515], [-3.622, -1.675, 2.201], [-3.096, 4.590, 1.247], [-2.495, -0.985, 1.776], [-3.454, 3.301, 1.614], [-0.543, 2.493, 3.244], [4.201, -2.953, 1.568], [0.611, -3.843, 1.586], [0.429, 0.829, -4.120], [3.021, -3.046, -0.656], [0.370, 4.619, 2.569], [4.687, -5.012, 2.757], [3.762, -5.096, 0.550], [-3.380, -0.015, -1.648], [-1.021, 2.304, -5.329], [-3.205, -1.148, -2.439], [4.252, -5.752, 1.668], [-1.740, -1.375, 0.657], [4.742, -1.113, 0.594], [0.897, -0.807, 3.887], [3.405, -5.673, -0.297], [-0.357, 2.825, -7.303], [-4.058, 3.660, -4.639], [-1.761, -2.848, -0.922], [3.459, 2.044, 1.255], [3.067, -3.665, -1.552], [-4.177, -1.351, 3.073], [-4.007, 3.127, 2.529], [3.429, -2.064, -0.893], [-4.140, -2.788, -3.445], [-3.664, 2.481, -2.557], [-1.480, 3.911, -1.643], [2.187, 0.183, -5.135], [-2.350, 3.582, -6.435], [1.716, 1.477, -7.184], [2.077, -2.136, 3.712], [-3.365, 1.221, 1.121], [2.530, 2.032, 2.769], [1.783, 2.228, -1.874], [0.632, -3.131, 2.407], [-0.375, -4.301, 1.551], [4.859, -1.079, 2.350], [2.608, -0.554, 4.313], [-2.210, -1.434, -2.763], [-3.370, 5.429, 1.874], [-2.179, -0.144, 2.370], [2.364, 4.621, -1.616], [0.657, -4.172, -2.600], [5.040, -3.051, 3.535], [-6.420, -2.158, -2.717], [-4.835, 1.232, -0.664], [1.709, 5.812, 0.466], [-2.087, 5.805, -0.205], [4.129, 1.260, 2.707], [-0.579, 4.281, 4.440], [-3.689, -4.094, -0.146], [1.383, -4.599, 1.718], [5.059, -5.508, 3.643], [4.294, -6.833, 1.688], [-0.766, -4.564, -1.613], [-6.748, -0.144, -1.322], [0.794, -5.320, -1.248]], "charge": 1, "e_homo_ha": [-0.3498, -0.3620], "molar_mass_g_mol": 1255.3, "total_energy_ha": -4258.06290, "largest_force_ha_per_bohr": 0.0328, "spin_multiplicity": 2, "gap_ev": [6.37, 6.54], "lumo_energy_ev": [-3.15, -3.31], "relative_energy_kcal_mol": 40.18}